Record 1
DFT (the ωB97M-V functional and the def2-TZVPD basis) results for an isolated ion of composition C3S3 and charge -2 in a non-equilibrium geometry.

ORCA input file:
```
! wB97M-V def2-TZVPD RIJCOSX def2/J DEFGRID3
* xyz -2 1
C -0.87 -0.72 0.27
C 0.85 0.71 -0.36
C -0.26 0.50 0.39
S -0.71 -2.19 -0.39
S 1.84 -0.03 -1.46
S -0.85 1.72 1.55
*
```

Properties
* ΔE to the lowest compared entry with this formula, charge and spin: 2.934 eV
* E_LUMO (alpha / beta): 5.7567 / 5.7575 eV

***

Record 2
DFT (the ωB97M-V functional and the def2-TZVPD basis) results for a 3-piece molecular cluster, C34H27N3O10P2S3 overall.

ORCA input file:
```
! wB97M-V def2-TZVPD RIJCOSX def2/J DEFGRID3
* xyz 0 1
N -2.39 6.51 -9.90
P -3.60 5.88 -9.16
C -4.36 7.01 -7.90
P -5.69 8.03 -8.77
O -6.72 8.57 -7.85
O -5.09 6.19 -6.96
S -5.10 6.79 -5.46
O -4.54 5.79 -4.63
O -6.34 7.39 -5.13
O -4.06 7.95 -5.77
C -3.35 7.84 -7.02
S -3.03 9.54 -7.57
C -1.95 7.22 -6.85
C -1.89 5.98 -5.96
S -0.24 5.24 -6.15
C -0.46 3.97 -4.98
N -0.66 2.73 -5.19
N -0.78 2.13 -3.94
C -0.65 3.07 -3.08
O -0.43 4.27 -3.65
H -2.49 6.59 -10.90
H -4.69 5.52 -9.96
H -3.37 4.73 -8.38
H -6.16 7.12 -9.72
H -4.98 8.99 -9.50
H -4.29 9.98 -7.42
H -1.30 8.00 -6.43
H -1.57 7.00 -7.85
H -2.07 6.24 -4.92
H -2.63 5.24 -6.26
H -0.68 3.01 -2.01
C -2.14 0.09 -1.66
C -2.53 0.48 -0.38
C -1.82 0.06 0.73
C -0.71 -0.76 0.57
C -0.32 -1.16 -0.71
C -1.03 -0.73 -1.82
C 0.85 -2.07 -0.91
O 1.20 -2.41 -2.02
C 1.58 -2.54 0.30
C 2.65 -3.41 0.15
C 3.34 -3.86 1.26
C 2.98 -3.42 2.53
C 1.92 -2.55 2.69
C 1.21 -2.11 1.58
C 0.06 -1.18 1.78
O -0.25 -0.79 2.88
H -2.69 0.43 -2.52
H -3.40 1.11 -0.25
H -2.11 0.36 1.73
H -0.71 -1.04 -2.81
H 2.92 -3.74 -0.85
H 4.17 -4.54 1.14
H 3.53 -3.77 3.40
H 1.63 -2.20 3.67
C 1.96 -3.17 9.13
C 1.79 -3.86 10.33
C 2.27 -5.15 10.46
C 2.92 -5.76 9.40
C 3.08 -5.08 8.19
C 2.61 -3.78 8.07
C 3.74 -5.72 7.02
O 3.89 -5.12 5.98
C 4.21 -7.13 7.18
C 4.79 -7.77 6.09
C 5.24 -9.07 6.22
C 5.12 -9.74 7.43
C 4.54 -9.11 8.51
C 4.08 -7.80 8.39
C 3.43 -7.15 9.57
O 3.33 -7.73 10.63
H 1.59 -2.16 9.03
H 1.28 -3.38 11.15
H 2.15 -5.69 11.39
H 2.75 -3.25 7.13
H 4.88 -7.23 5.16
H 5.69 -9.57 5.37
H 5.47 -10.76 7.52
H 4.43 -9.61 9.46
*
```

Properties
* E_LUMO: -1.0360 eV

***

Record 3
DFT (the ωB97M-V functional and the def2-TZVPD basis) results for C35H35BrIrN5O4Si as an isolated structure.

ORCA input file:
```
! wB97M-V def2-TZVPD RIJCOSX def2/J DEFGRID3
* xyz 1 6
Ir 0.32 -1.12 0.19
O 3.00 -4.01 -1.98
C 3.26 -3.28 -3.10
C 3.95 -3.90 -4.13
C 4.22 -3.20 -5.29
C 3.82 -1.87 -5.44
C 3.13 -1.26 -4.40
C 2.85 -1.96 -3.23
C 2.15 -1.26 -2.10
O 1.13 -1.96 -1.51
N 3.17 -0.92 -1.04
N 2.71 -0.72 0.14
C 3.42 -0.05 1.03
C 2.94 0.19 2.32
Br 1.50 -0.86 2.94
C 3.46 1.12 3.18
C 4.43 2.13 2.85
C 5.34 2.52 3.85
C 6.33 3.43 3.56
C 6.41 4.00 2.29
C 5.47 3.67 1.32
C 4.48 2.74 1.59
H 2.33 -3.55 -1.46
H 4.27 -4.93 -4.00
H 4.74 -3.69 -6.10
H 4.04 -1.32 -6.34
H 2.82 -0.23 -4.49
H 1.81 -0.27 -2.47
H 4.01 -0.41 -1.33
H 4.42 0.32 0.78
H 3.12 1.09 4.21
H 5.27 2.09 4.84
H 7.05 3.71 4.32
H 7.18 4.72 2.07
H 5.50 4.15 0.35
H 3.71 2.54 0.86
C -6.25 1.34 -3.91
O -6.90 1.12 -2.67
C -6.40 1.76 -1.58
C -7.13 1.60 -0.40
C -6.69 2.16 0.77
C -5.48 2.88 0.81
C -4.79 3.09 -0.39
C -5.24 2.54 -1.58
N -5.02 3.28 2.04
N -3.79 3.67 2.18
C -2.70 2.92 2.02
C -1.45 3.59 1.96
C -0.33 2.96 1.46
C -0.36 1.63 1.02
O 0.65 1.05 0.43
C -1.55 0.88 1.27
N -1.52 -0.46 0.96
C -2.60 -1.19 1.19
C -3.74 -0.68 1.80
C -3.79 0.65 2.12
C -2.71 1.48 1.81
H -6.81 0.77 -4.65
H -5.22 0.98 -3.89
H -6.25 2.40 -4.18
H -8.05 1.02 -0.43
H -7.25 2.04 1.69
H -3.90 3.71 -0.39
H -4.69 2.71 -2.49
H -1.43 4.63 2.25
H 0.60 3.51 1.36
H -2.56 -2.23 0.90
H -4.58 -1.34 2.00
H -4.65 1.06 2.63
C 1.17 -4.70 0.51
Si -0.21 -3.44 0.58
C -0.83 -3.53 2.36
C -1.50 -3.88 -0.71
H 0.83 -5.57 1.08
H 2.09 -4.34 0.99
H 1.42 -5.03 -0.49
H -1.66 -4.24 2.44
H -1.16 -2.59 2.79
H -0.03 -3.92 2.99
H -2.20 -4.63 -0.34
H -1.00 -4.29 -1.59
H -2.08 -3.01 -1.04
*
```

Properties
* ΔE to the lowest compared entry with this formula, charge and spin: 0.000 eV
* E_LUMO (alpha / beta): -4.2964 / -6.3125 eV

***

Record 4
DFT (the ωB97M-V functional and the def2-TZVPD basis) results for C15H20N7O4S2Zr as an isolated structure.

ORCA input file:
```
! wB97M-V def2-TZVPD RIJCOSX def2/J DEFGRID3
* xyz 3 1
Zr -2.14 0.20 -2.79
N -6.33 1.50 -1.74
C -5.04 1.39 -1.98
S -4.54 0.02 -3.02
N -4.18 2.23 -1.46
N -2.90 2.00 -1.88
C -2.01 2.88 -1.55
C -0.68 2.76 -2.12
C 0.31 3.71 -1.94
C 1.50 3.56 -2.66
C 1.66 2.47 -3.51
C 0.64 1.55 -3.62
N -0.52 1.68 -2.93
H -7.01 0.87 -2.14
H -6.66 2.26 -1.16
H -2.31 3.73 -0.94
H 0.15 4.56 -1.29
H 2.29 4.30 -2.56
H 2.57 2.34 -4.09
H 0.74 0.70 -4.28
C 5.06 -2.88 3.47
C 4.08 -2.24 2.48
S 2.73 -1.54 3.38
O 1.97 -2.59 3.99
O 3.19 -0.41 4.13
C 1.60 -0.84 2.14
C 0.62 -1.89 1.66
N -0.47 -1.29 0.83
C -0.48 -1.21 -0.49
N -1.65 -0.66 -0.92
C -2.42 -0.42 0.22
C -1.68 -0.78 1.28
N -2.08 -0.64 2.68
O -1.23 -0.82 3.52
O -3.23 -0.30 2.84
C 0.61 -1.69 -1.38
H 5.88 -3.33 2.91
H 4.56 -3.66 4.06
H 5.46 -2.13 4.15
H 3.68 -2.98 1.79
H 4.56 -1.43 1.92
H 2.17 -0.36 1.34
H 1.08 -0.07 2.72
H 0.14 -2.37 2.51
H 1.08 -2.67 1.05
H -3.43 -0.03 0.21
H 0.75 -2.76 -1.27
H 1.56 -1.19 -1.16
H 0.37 -1.52 -2.44
*
```

Properties
* ΔE to the lowest compared entry with this formula, charge and spin: 0.229 eV
* E_LUMO: -12.5113 eV

***

Record 5
DFT (the ωB97M-V functional and the def2-TZVPD basis) results for C25H34KN4O6P as an isolated structure in a non-equilibrium geometry.

ORCA input file:
```
! wB97M-V def2-TZVPD RIJCOSX def2/J DEFGRID3
* xyz -2 1
K 1.60 -0.48 -0.34
O 6.94 4.74 -0.09
C 7.34 3.55 -0.09
O 8.50 3.10 0.07
C 6.23 2.49 -0.10
C 6.53 1.13 -0.03
C 5.50 0.21 -0.04
N 4.21 0.53 -0.12
C 3.91 1.84 -0.19
C 4.89 2.84 -0.16
C 2.42 2.18 -0.30
O 1.95 2.91 0.60
O 1.80 1.61 -1.25
H 7.57 0.84 0.03
H 5.72 -0.86 0.03
H 4.61 3.88 -0.20
C -3.18 3.13 0.01
C -3.12 1.71 0.60
C -4.51 1.08 0.61
C -2.65 1.85 2.06
P -1.77 0.75 -0.26
C -2.03 -0.93 0.43
C -2.85 -1.95 -0.06
C -2.91 -3.19 0.55
C -2.17 -3.44 1.70
C -1.35 -2.45 2.22
C -1.27 -1.21 1.58
C -2.08 0.70 -2.11
C -1.27 -0.49 -2.66
C -3.52 0.61 -2.61
C -1.43 1.97 -2.70
H -3.80 3.75 0.67
H -3.64 3.14 -0.98
H -2.20 3.60 -0.06
H -5.20 1.72 1.17
H -4.50 0.10 1.09
H -4.92 0.95 -0.39
H -3.37 2.48 2.60
H -1.66 2.31 2.13
H -2.61 0.88 2.57
H -3.42 -1.79 -0.97
H -3.52 -3.98 0.10
H -2.21 -4.42 2.17
H -0.74 -2.63 3.09
H -0.59 -0.46 1.98
H -1.60 -1.47 -2.31
H -0.21 -0.40 -2.40
H -1.34 -0.48 -3.76
H -4.05 -0.29 -2.27
H -3.51 0.58 -3.71
H -4.12 1.48 -2.32
H -0.40 2.10 -2.36
H -2.00 2.87 -2.45
H -1.42 1.87 -3.79
N 2.38 1.14 3.21
N 0.97 1.27 2.93
H 2.87 1.81 2.61
H 2.67 0.23 2.89
H 0.88 1.68 2.01
H 0.62 1.98 3.56
O -1.12 -4.01 -2.23
C -0.27 -3.99 -1.34
C 0.12 -5.26 -0.59
C 1.32 -4.81 0.25
C 1.33 -3.30 0.04
O 2.11 -2.56 0.67
N 0.41 -2.88 -0.89
H 0.32 -6.06 -1.30
H -0.74 -5.55 0.01
H 2.27 -5.21 -0.12
H 1.27 -5.03 1.31
*
```

Properties
* ΔE to the lowest compared entry with this formula, charge and spin: 0.502 eV
* E_LUMO: 3.9529 eV

***

Number 1: E_tot -1308.740523 hartree. Number 2: E_tot -4105.730771 hartree. Number 3: E_tot -4896.886703 hartree. Number 4: E_tot -2110.152349 hartree. Number 5: E_tot -2584.974151 hartree.